The following is a DFT calculation (ωB97M-V with the def2-TZVPD basis set) of a 3-piece molecular cluster, C14H27N2O6S4 overall.

The geometry in XYZ format:
```
53
Properties=species:S:1:pos:R:3:mulliken_charge:R:1
C 0.79 -4.35 0.00 -1.228
C -0.22 -3.26 -0.34 0.525
C 0.43 -2.16 -1.20 -0.626
C -0.56 -1.54 -2.22 -0.395
S -0.69 -2.40 -3.81 -0.140
C 0.06 -1.39 -5.03 0.308
S -0.70 -1.24 -6.47 -0.328
N 1.36 -0.88 -4.87 0.214
C 2.21 -0.59 -5.92 -0.246
C 3.32 -0.08 -5.37 -0.545
N 3.20 -0.02 -4.00 -0.661
C 2.04 -0.51 -3.72 -0.015
H 0.35 -5.05 0.72 0.139
H 1.03 -4.91 -0.92 0.020
H -1.11 -3.64 -0.89 0.242
H -0.56 -2.81 0.59 -0.048
H 0.81 -1.36 -0.56 0.067
H 1.27 -2.62 -1.73 0.369
H -0.40 -0.48 -2.39 -0.278
H -1.56 -1.65 -1.81 0.576
H 1.96 -0.78 -6.95 0.362
H 4.22 0.25 -5.86 0.401
H 1.62 -0.62 -2.75 0.443
O -1.01 -1.81 2.76 -0.519
S -1.29 -1.75 4.16 1.066
O -2.51 -2.32 4.67 -0.639
O -1.18 -0.23 4.62 -0.347
C -1.90 0.71 3.78 -0.081
C -3.40 0.68 4.00 -1.035
C 0.07 -2.38 5.07 -0.966
H -1.64 0.52 2.74 0.144
H -1.51 1.69 4.05 0.269
H -3.83 -0.28 3.69 0.285
H -3.87 1.47 3.42 0.387
H -3.64 0.82 5.05 0.269
H 0.98 -1.93 4.69 0.311
H 0.08 -3.46 4.91 0.374
H -0.08 -2.16 6.13 0.357
O -1.21 2.87 1.26 -0.681
S -0.22 2.54 0.27 1.294
O 0.94 1.81 0.64 -0.602
O 0.20 3.89 -0.46 -0.291
C 0.67 4.98 0.37 -0.379
C 2.07 4.76 0.89 -0.981
C -1.00 1.76 -1.10 -0.859
H -0.05 5.13 1.17 0.335
H 0.63 5.85 -0.29 0.272
H 2.11 3.92 1.59 0.294
H 2.40 5.66 1.42 0.383
H 2.76 4.55 0.08 0.267
H -1.87 2.33 -1.39 0.410
H -1.28 0.76 -0.77 0.251
H -0.28 1.70 -1.91 0.253
```

orbital gap	2.796	eV
charge	-1
F_max	0.825	eV Å⁻¹
spin multiplicity	1
highest occupied orbital energy	-1.1	eV


The following is a DFT calculation (ωB97M-V with the def2-TZVPD basis set) of a 2-piece molecular cluster, C14H27N5O5 overall in a non-equilibrium geometry.

The geometry in XYZ format:
```
51
Properties=species:S:1:pos:R:3:mulliken_charge:R:1
N -3.98 -1.55 -0.87 -0.643
C -3.28 -2.83 -0.89 0.878
N -3.95 -3.65 -1.96 -0.719
N -3.50 -3.48 0.43 -0.666
C -1.77 -2.76 -1.31 -0.998
O -1.10 -1.54 -0.95 -0.368
C -0.24 -1.71 0.13 0.622
O 0.86 -2.17 -0.09 -0.493
O -0.70 -1.29 1.36 -0.324
C -0.60 -2.32 2.33 0.640
C -0.38 -1.84 3.67 -0.616
C -0.27 -2.88 4.72 -0.293
C -0.37 -4.23 4.17 -0.441
C -0.59 -4.55 2.78 -0.346
N -0.73 -3.56 1.85 -0.071
H -4.27 -1.28 0.06 0.240
H -3.46 -0.81 -1.34 0.236
H -4.89 -3.88 -1.64 0.304
H -3.40 -4.48 -2.17 0.237
H -4.47 -3.78 0.51 0.279
H -2.94 -4.34 0.39 0.212
H -1.72 -2.85 -2.43 0.454
H -1.17 -3.63 -0.92 0.424
H -0.29 -0.76 3.93 0.382
H -0.13 -2.66 5.79 0.400
H -0.27 -5.09 4.88 0.299
H -0.68 -5.62 2.47 0.340
C 1.70 0.55 -1.46 -0.491
O 1.66 1.63 -2.38 -0.348
C 0.47 2.41 -2.30 -0.656
C 0.75 3.78 -1.70 -0.239
N 1.07 3.69 -0.28 -0.273
C 1.62 4.92 0.29 -0.697
C 2.94 5.44 -0.28 -0.471
O 4.06 4.63 0.00 -0.431
C 4.24 3.53 -0.88 -0.488
H 2.54 -0.08 -1.73 0.287
H 1.86 0.91 -0.44 0.304
H 0.80 -0.06 -1.51 0.134
H -0.32 1.89 -1.75 0.257
H 0.11 2.54 -3.33 0.386
H -0.14 4.42 -1.83 0.394
H 1.57 4.22 -2.27 0.160
H 1.74 2.95 -0.14 0.037
H 1.77 4.73 1.35 0.370
H 0.86 5.71 0.21 0.389
H 3.14 6.40 0.21 0.349
H 2.88 5.67 -1.36 0.345
H 3.92 3.75 -1.89 0.267
H 3.72 2.65 -0.49 0.134
H 5.31 3.28 -0.90 0.314
```

orbital gap	8.775	eV
SMILES	NC(N)(N)COC(=O)Oc1ccccn1.COCCNCCOC
F_max	4.190	eV Å⁻¹
spin multiplicity	1
highest occupied orbital energy	-8.5	eV


The following is a DFT calculation (ωB97M-V with the def2-TZVPD basis set) of C14H28B3ClN2O4 as an isolated structure in a non-equilibrium geometry.

The geometry in XYZ format:
```
52
Properties=species:S:1:pos:R:3:mulliken_charge:R:1
C 1.89 -1.84 3.15 -1.619
C 0.83 -2.79 2.58 0.592
C 0.73 -4.10 3.42 -1.421
C -0.56 -2.14 2.54 0.727
C -0.68 -1.08 1.44 -1.898
C -0.91 -1.53 3.87 -0.861
O -2.24 -1.01 3.89 -0.606
B -3.21 -1.93 3.89 0.641
O -3.10 -3.18 4.49 -0.242
B -3.52 -4.13 3.59 0.466
O -4.70 -3.95 2.89 -0.338
B -4.74 -2.66 2.40 0.444
Cl -5.22 -2.44 0.71 -0.272
O -4.38 -1.63 3.21 -0.245
H 2.85 -1.95 2.66 0.348
H 2.01 -2.05 4.20 0.381
H 1.61 -0.80 3.04 0.307
H 1.13 -3.07 1.58 0.632
H 0.83 -4.94 2.75 0.312
H -0.23 -4.16 3.90 0.312
H 1.50 -4.12 4.17 0.369
H -1.24 -2.96 2.28 0.081
H -1.71 -0.96 1.15 0.359
H -0.29 -0.15 1.82 0.329
H -0.11 -1.41 0.58 0.490
H -0.71 -2.21 4.69 0.470
H -0.25 -0.69 4.03 0.329
H -2.86 -5.08 3.33 -0.096
C -0.46 2.88 -0.61 -1.267
C -0.65 2.82 -2.12 -0.175
C -0.82 1.40 -2.65 -0.413
C 0.36 0.58 -2.35 0.231
N 1.28 -0.04 -2.12 -0.519
H 0.44 2.35 -0.30 0.338
H -0.37 3.91 -0.28 0.398
H -1.31 2.43 -0.09 0.289
H 0.21 3.29 -2.61 0.075
H -1.52 3.41 -2.40 0.368
H -0.97 1.41 -3.73 0.315
H -1.70 0.92 -2.20 0.361
C 3.90 3.31 -4.36 -1.240
C 2.68 2.83 -5.14 -0.054
C 2.01 3.95 -5.95 -0.398
C 1.55 5.02 -5.07 0.227
N 1.18 5.84 -4.37 -0.447
H 3.63 4.06 -3.62 0.353
H 4.36 2.48 -3.82 0.353
H 4.65 3.74 -5.02 0.330
H 1.96 2.40 -4.45 -0.063
H 2.98 2.04 -5.83 0.336
H 1.16 3.56 -6.51 0.289
H 2.72 4.37 -6.67 0.324
```

orbital gap	11.411	eV
F_max	1.378	eV Å⁻¹
spin multiplicity	1
highest occupied orbital energy	-10.9	eV


The following is a DFT calculation (ωB97M-V with the def2-TZVPD basis set) of C14H28Br2O6S3 as an isolated structure in a non-equilibrium geometry.

The geometry in XYZ format:
```
53
Properties=species:S:1:pos:R:3:mulliken_charge:R:1
C -35.31 4.45 30.63 0.168
C -34.79 3.28 29.80 -1.346
C -35.83 2.24 29.37 0.521
S -37.42 3.00 29.70 1.247
O -38.30 1.96 30.35 -0.706
O -37.87 3.84 28.62 -0.720
C -36.69 4.00 31.10 -1.726
H -35.60 5.31 30.03 0.208
H -34.66 4.78 31.44 0.026
H -34.06 2.84 30.48 0.288
H -34.15 3.47 28.95 0.557
H -35.74 1.26 29.83 -0.206
H -35.83 2.03 28.30 -0.823
H -36.53 3.41 32.00 0.606
H -37.37 4.73 31.55 0.777
C -33.63 2.57 27.03 -0.255
C -34.49 3.79 27.11 -0.569
C -35.93 3.38 26.75 0.083
S -35.96 1.60 26.26 0.955
O -36.81 1.49 25.04 -0.782
O -36.32 0.91 27.50 -0.467
C -34.06 1.53 25.93 -0.881
H -33.78 2.13 28.02 -0.045
H -32.60 2.94 27.01 0.606
H -34.03 4.45 26.39 0.488
H -34.35 4.33 28.04 0.396
H -36.38 3.90 25.91 0.595
H -36.69 3.50 27.52 -0.157
H -33.94 1.91 24.92 0.401
H -33.93 0.46 26.10 0.410
C -36.31 -2.54 30.47 -0.617
C -37.13 -1.44 29.86 -1.067
C -36.26 -0.14 29.57 0.330
S -34.40 -0.61 29.83 1.199
O -33.81 -0.09 31.04 -0.657
O -33.64 -0.48 28.55 -0.683
C -34.86 -2.42 29.94 -0.831
H -36.71 -3.54 30.30 0.424
H -36.44 -2.29 31.52 0.287
H -37.98 -1.03 30.40 0.381
H -37.53 -1.69 28.88 0.363
H -36.39 0.77 30.16 0.353
H -36.27 0.14 28.52 0.063
H -34.11 -3.02 30.46 0.499
H -34.86 -2.81 28.93 0.345
Br -32.47 6.92 36.16 -0.227
C -33.89 6.71 34.73 -0.776
C -33.44 5.99 33.47 -0.589
Br -35.09 5.44 32.47 -0.047
H -34.25 7.65 34.32 0.418
H -34.80 6.31 35.17 0.411
H -33.01 5.02 33.74 0.381
H -32.81 6.47 32.72 0.394
```

energy above the lowest of the compared OMol25 structures with the same formula, charge and spin	384.1	kcal/mol
orbital gap	7.642	eV
F_max	18.586	eV Å⁻¹
spin multiplicity	1
highest occupied orbital energy	-7.5	eV